Record 1
{"formula": "C42H37MoN4O6Te", "method": "ωB97M-V/def2-TZVPD", "homo_lumo_gap_ha": [0.225, 0.230], "charge": 2, "spin_multiplicity": 2, "homo_ha": [-0.4905, -0.4906], "de_lowest_ev": 2.045, "s_squared": 0.758, "species": ["C", "H", "H", "O", "H", "C", "C", "C", "C", "H", "H", "C", "H", "H", "C", "C", "H", "C", "H", "C", "O", "H", "C", "H", "H", "C", "C", "H", "C", "C", "H", "C", "H", "H", "C", "C", "H", "H", "N", "C", "N", "H", "C", "C", "H", "C", "C", "N", "O", "C", "C", "O", "C", "Mo", "H", "C", "H", "C", "H", "O", "C", "C", "H", "O", "H", "H", "C", "C", "H", "Te", "H", "C", "C", "H", "C", "C", "C", "N", "H", "H", "C", "H", "H", "C", "H", "C", "C", "H", "C", "H", "H"], "xyz": [[-0.62, 4.51, 1.96], [0.96, 0.69, -1.02], [0.80, 2.38, -0.67], [-1.40, 1.70, 0.32], [-5.19, 1.48, -4.69], [2.15, -4.54, -0.29], [-0.01, 7.20, 4.60], [1.35, -3.00, -7.19], [-0.49, 5.74, 2.60], [1.04, 7.40, 4.82], [1.67, -3.00, -3.83], [-2.96, 0.66, -3.94], [-2.03, 4.19, 0.36], [0.61, -3.88, 1.76], [-1.88, 0.16, -3.26], [-1.58, -2.36, 4.56], [-0.55, 7.23, 5.55], [2.22, 0.64, 2.87], [1.96, -2.96, -8.08], [0.00, -3.46, 2.55], [-3.09, 0.50, 1.17], [5.39, 0.78, 1.70], [-1.01, 4.55, 0.51], [-4.74, 1.53, -1.20], [-1.95, -2.52, -3.77], [-0.10, 3.43, 4.09], [1.53, 1.58, -0.75], [-1.58, -4.22, -3.68], [1.56, 1.10, 1.74], [-0.81, -3.17, -6.14], [0.02, -5.05, -2.28], [0.19, -4.05, -1.89], [0.26, 4.75, 5.73], [-0.39, 8.00, 3.97], [3.63, 1.22, 0.56], [-0.70, -3.40, 4.85], [1.21, 2.10, 5.18], [0.76, -4.76, 4.06], [-1.81, 0.04, -1.93], [0.02, 4.69, 4.67], [-0.44, -0.70, 0.50], [-1.89, -3.25, -6.23], [-0.16, 5.86, 3.95], [3.02, -3.62, 0.34], [-0.65, -3.80, 5.85], [1.95, -2.96, -5.94], [2.25, 1.33, 0.54], [-0.46, -3.03, -2.38], [-1.43, -2.54, -0.10], [-0.40, 3.35, 2.72], [-0.21, -3.13, -4.88], [0.32, -0.57, -2.98], [-1.13, -3.23, -3.68], [-0.09, -1.25, -1.30], [-2.92, 0.73, -5.02], [3.61, 0.51, 2.85], [3.02, -2.89, -5.85], [-2.81, 0.62, -1.22], [-2.40, -1.10, 3.03], [-5.19, 1.52, -3.72], [-0.86, -2.40, 2.27], [0.14, 2.25, 5.02], [2.21, -5.62, -0.26], [-0.31, 0.04, -5.07], [-0.65, 6.64, 2.02], [3.89, -3.87, 0.93], [-2.49, 0.91, 0.22], [-0.94, -1.89, 0.88], [1.67, 0.37, 3.77], [-0.52, 1.31, 2.10], [4.12, 0.17, 3.74], [-3.95, 1.10, -1.80], [-4.06, 1.07, -3.20], [-0.35, 3.96, -0.12], [0.08, -3.95, 3.84], [-0.03, -3.11, -7.29], [2.58, -2.35, 0.03], [1.46, -2.43, -0.75], [-0.28, 1.30, 4.67], [2.99, -1.40, 0.33], [-1.66, -1.86, 3.27], [4.18, 1.42, -0.35], [-0.50, -3.16, -8.26], [1.20, -3.79, -0.95], [-2.21, -1.95, 5.33], [4.31, 0.84, 1.71], [1.17, -3.03, -4.79], [-0.31, 2.45, 5.99], [-0.56, -0.13, -3.93], [2.20, 1.79, -1.57], [-0.97, 5.58, 0.15]], "lowdin_charge": [-0.256, 0.006, 0.065, -0.302, 0.148, 0.009, -0.024, -0.061, 0.005, 0.096, 0.101, 0.108, 0.085, 0.098, -0.167, -0.052, 0.092, -0.123, 0.113, -0.003, 0.095, 0.122, -0.038, 0.158, 0.115, -0.295, -0.019, 0.139, -0.343, -0.045, 0.166, -0.037, 0.136, 0.084, -0.033, -0.048, 0.091, 0.118, 0.053, -0.002, -0.177, 0.122, -0.231, -0.041, 0.118, -0.056, -0.292, -0.112, -0.017, -0.284, -0.236, -0.229, -0.128, 1.875, 0.154, -0.049, 0.112, -0.133, 0.096, 0.156, -0.162, -0.075, 0.130, 0.218, 0.127, 0.115, -0.566, -0.505, 0.090, 2.054, 0.122, 0.119, -0.251, 0.053, -0.043, -0.058, -0.086, -0.121, 0.020, 0.103, -0.055, 0.128, 0.114, -0.314, 0.117, -0.045, -0.049, 0.098, -0.479, 0.109, 0.089]}


Record 2
{"formula": "C42H37N6OOsPSe", "method": "ωB97M-V/def2-TZVPD", "homo_lumo_gap_ha": [0.278, 0.171], "charge": 4, "spin_multiplicity": 5, "homo_ha": [-0.6876, -0.6885], "s_squared": 6.044, "species": ["H", "C", "H", "C", "H", "C", "C", "H", "H", "H", "C", "C", "H", "H", "H", "H", "N", "C", "H", "C", "H", "Se", "H", "H", "H", "C", "C", "N", "H", "C", "H", "C", "N", "H", "C", "H", "C", "C", "C", "C", "C", "H", "H", "C", "C", "H", "C", "H", "H", "N", "C", "C", "C", "C", "H", "C", "H", "P", "H", "Os", "H", "H", "H", "H", "O", "C", "C", "C", "C", "C", "C", "C", "C", "N", "C", "N", "C", "C", "H", "C", "H", "C", "H", "H", "H", "C", "C", "H", "C"], "xyz": [[2.07, -3.86, -4.40], [-4.84, 0.54, 0.46], [-6.86, -0.22, 0.67], [2.96, 1.44, -0.62], [-3.16, 4.15, -0.85], [-2.09, 3.04, 3.84], [1.16, -0.56, 3.26], [-4.75, 4.82, 2.74], [1.28, 4.40, 1.08], [3.45, -0.50, 5.73], [1.17, -2.76, -2.84], [-0.63, 2.69, -3.39], [4.39, -4.80, -0.08], [-1.85, -5.27, -3.34], [-3.22, 0.63, -2.53], [-5.35, -0.34, -3.36], [1.76, 1.26, -0.01], [1.20, 2.33, 0.59], [2.91, -6.46, 1.04], [-0.90, 1.99, -2.22], [-3.34, 4.54, 4.74], [-1.89, -1.95, -0.43], [-7.21, -0.69, -1.76], [-1.04, 1.56, 2.71], [4.53, 2.76, -1.18], [3.81, -2.19, -0.61], [3.58, 2.67, -0.68], [-0.19, -1.69, -1.10], [-4.36, 3.48, 0.74], [-1.09, -3.55, -2.23], [4.87, -2.43, -0.48], [-2.63, 2.45, 1.56], [-2.14, -3.35, -1.46], [0.96, -0.53, 5.38], [-3.81, 0.75, -0.41], [4.64, 0.47, 1.06], [1.65, -0.54, 4.54], [3.31, -0.56, 2.36], [2.58, -5.44, 0.89], [3.03, -0.52, 4.73], [3.60, 0.20, -1.16], [4.63, 0.39, -1.45], [3.45, 4.74, -0.11], [4.19, -0.53, 1.13], [1.77, 3.58, 0.58], [0.21, -5.47, -4.69], [-3.94, 4.11, 2.73], [1.97, -2.04, -2.78], [-2.68, 5.35, -2.92], [1.75, -2.83, 0.53], [-2.46, 3.72, -1.56], [-5.22, -0.12, -2.31], [-1.27, 3.90, -3.64], [-3.69, 3.36, 1.59], [5.02, -1.22, 1.28], [-1.81, 2.51, -1.29], [0.28, 2.15, 1.10], [-2.22, 1.51, 0.12], [0.07, 2.30, -4.11], [1.09, -0.85, 0.32], [3.62, -2.24, -1.68], [-1.06, 4.44, -4.55], [3.06, -0.15, -2.04], [0.65, -5.72, 1.83], [-1.12, 0.49, 0.40], [2.97, -3.22, 0.10], [0.12, -4.70, -3.94], [0.02, -2.63, -2.04], [-4.02, 0.42, -1.83], [-3.13, 3.96, 3.85], [-1.01, -4.60, -3.21], [-1.83, 2.29, 2.70], [0.95, -3.73, 1.14], [1.98, -0.58, 2.18], [-6.05, -0.01, -0.02], [3.49, -0.85, -0.13], [3.86, -0.53, 3.62], [-6.25, -0.31, -1.43], [4.93, -0.51, 3.74], [1.20, -3.76, -3.76], [-4.74, 0.78, 1.51], [2.98, 3.77, -0.08], [-0.42, 1.04, -2.04], [0.09, -0.57, 3.06], [-0.02, -3.37, 1.48], [3.40, -4.52, 0.27], [1.32, -5.03, 1.34], [-1.48, 2.91, 4.73], [-2.19, 4.41, -2.73]], "lowdin_charge": [0.135, -0.025, 0.148, -0.260, 0.100, -0.038, -0.095, 0.130, 0.134, 0.143, -0.026, -0.044, 0.145, 0.141, 0.124, 0.142, -0.015, -0.100, 0.143, -0.102, 0.131, 1.226, 0.146, 0.076, 0.142, -0.101, 0.032, -0.400, 0.110, -0.335, 0.151, -0.298, -0.166, 0.134, -0.234, 0.152, 0.000, -0.214, 0.031, 0.029, -0.102, 0.154, 0.142, -0.062, 0.009, 0.135, -0.024, 0.087, 0.130, -0.067, -0.039, 0.005, -0.021, -0.083, 0.150, -0.305, 0.066, 0.805, 0.119, 1.567, 0.120, 0.130, 0.125, 0.137, -0.543, -0.220, -0.009, -0.331, 0.046, -0.016, 0.031, -0.079, -0.101, -0.086, 0.118, -0.221, 0.035, 0.058, 0.146, 0.014, 0.132, 0.026, 0.081, 0.109, 0.095, 0.041, 0.008, 0.121, -0.023]}